Below is a structure of composition C36H53N2O4PPbS at a distorted geometry, with properties calculated with ωB97M-V/def2-TZVPD.

Values from the calculation:
- gap between HOMO and LUMO (eV) = 6.60
- F_max (eV/A) = 3.24

Each line ends with the Löwdin charge.
Atoms and positions in Å:
Pb 10.61084 11.51866 12.52465  1.31
C 9.42981 7.24163 12.96523  -0.04
C 8.21249 8.19760 12.68002  -0.30
C 8.02760 9.30434 13.77549  -0.06
C 8.33200 8.63879 11.21093  -0.14
C 7.25616 8.30489 10.39045  -0.06
C 7.27790 8.55722 9.03644  -0.10
C 8.32715 9.21361 8.42305  -0.03
C 9.41797 9.58395 9.23719  -0.17
C 10.58554 10.32410 8.69977  -0.38
C 10.10765 11.63238 8.03540  -0.05
C 11.39506 9.50588 7.65356  -0.03
C 9.43715 9.29838 10.60996  -0.23
N 10.52712 9.63866 11.47276  -0.24
C 11.77763 9.09587 11.13371  -0.24
C 12.93925 9.69071 11.49506  -0.21
N 12.79132 10.86519 12.21618  -0.15
C 13.94228 11.61488 12.59802  -0.17
C 14.40797 12.74096 11.85287  -0.14
C 15.38077 13.56489 12.44438  -0.07
C 15.99792 13.22215 13.63664  -0.12
C 15.68779 12.05750 14.33038  -0.08
C 14.63906 11.29088 13.87096  -0.14
C 14.29946 10.01442 14.60393  -0.37
C 12.85153 9.62354 14.74586  -0.08
C 15.16435 8.82247 14.12970  -0.04
C 13.71106 13.13772 10.56293  -0.35
C 13.77554 12.07435 9.42190  -0.04
C 14.02884 14.49310 9.91770  -0.06
H 9.08998 6.26750 12.67591  0.06
H 9.42612 7.15710 14.04292  0.06
H 10.36456 7.60314 12.49131  0.06
H 7.29679 7.58947 12.77572  0.12
H 8.36548 10.30014 13.50197  -0.01
H 8.60664 9.22110 14.63004  0.04
H 7.01204 9.43275 14.02915  0.06
H 6.32496 7.86989 10.79677  0.12
H 6.46532 8.25826 8.41326  0.09
H 8.28286 9.43328 7.32199  0.13
H 11.25513 10.63802 9.49431  0.08
H 9.43634 11.39007 7.21745  0.07
H 10.99583 12.20102 7.71945  0.08
H 9.52584 12.30091 8.67011  0.04
H 10.68774 9.13749 6.85255  0.10
H 11.84156 8.66464 8.11096  0.05
H 12.19693 10.10148 7.24515  0.07
H 11.79903 8.06084 10.72387  0.13
H 13.90725 9.30172 11.34656  0.11
H 15.60994 14.53976 11.98785  0.11
H 16.70687 13.90217 14.06663  0.09
H 16.19129 11.86556 15.26415  0.11
H 14.66219 10.22642 15.59490  0.11
H 12.41482 9.11671 13.89722  0.05
H 12.18212 10.48301 14.84076  0.04
H 12.72626 8.95000 15.62947  0.10
H 14.85044 8.38735 13.20508  0.06
H 14.99760 8.05566 14.93325  0.10
H 16.20541 9.02606 14.08052  0.06
H 12.65368 13.21405 10.80742  0.09
H 14.76905 11.75118 9.22953  0.08
H 13.28981 12.43570 8.56466  0.05
H 13.19456 11.18090 9.76373  0.05
H 14.85226 14.53783 9.23233  0.07
H 14.18684 15.24894 10.73134  0.08
H 13.17742 14.66013 9.33185  0.05
C 8.59187 15.44251 12.97328  -0.14
O 8.09123 15.40300 11.60913  -0.33
P 8.59192 14.10870 10.76875  0.75
O 8.19493 14.65539 9.30673  -0.32
C 9.24324 15.46689 8.83903  -0.18
O 7.28386 13.16828 11.02358  -0.35
C 6.89061 12.01806 10.27668  -0.11
H 8.19332 14.66205 13.66020  0.08
H 8.21104 16.39862 13.37272  0.09
H 9.70989 15.22108 12.94550  0.07
H 9.48116 16.35264 9.40510  0.07
H 8.91964 15.86126 7.89832  0.08
H 10.17742 14.82090 8.76505  0.09
H 7.67578 11.23706 10.46362  0.06
H 6.99954 12.18216 9.15857  0.11
H 5.98471 11.60787 10.69668  0.09
C 12.23686 15.83032 14.99441  -0.22
S 12.87299 14.21585 14.49057  0.95
O 12.02480 13.87714 13.29937  -0.64
C 12.23950 13.17690 15.83633  -0.35
C 13.13781 12.40289 16.63676  -0.08
C 12.64983 11.65120 17.66046  -0.08
C 11.26893 11.50901 17.76472  -0.08
C 10.40704 12.05772 16.82761  -0.09
C 10.90546 12.91349 15.88468  -0.15
H 11.13928 15.79968 15.09202  0.06
H 12.58144 16.44133 14.18496  0.04
H 12.75042 16.21123 15.86088  0.05
H 14.14106 12.61632 16.53667  0.08
H 13.33430 11.19648 18.32057  0.10
H 10.81034 10.88128 18.65462  0.15
H 9.37473 11.65654 16.82425  0.12
H 10.25944 13.52807 15.26141  0.10


Below is a structure of composition C36H53N4OP2Pt at a distorted geometry, with properties calculated with ωB97M-V/def2-TZVPD.

Values from the calculation:
- gap between HOMO and LUMO (spin up / spin down) (eV) = 3.57 / 3.23
- multiplicity = 5
- net charge = +3
- F_max (eV/A) = 5.34

Each line ends with the Löwdin charge.
Atoms and positions in Å:
C 2.67455 -0.30199 -0.37189  -0.32
C 1.54975 1.14442 -1.88721  -0.31
C 3.88795 -0.09361 -1.02531  0.03
C 2.80338 1.50066 -2.46385  0.04
C 3.95720 0.86733 -2.04009  0.01
H 4.75330 -0.66648 -0.70391  0.14
H 2.79358 2.23572 -3.27026  0.14
H 4.91984 1.10346 -2.49676  0.14
N 1.58545 0.39550 -0.72905  -0.09
P 1.20451 -0.69598 1.90664  1.05
P -1.28438 0.91569 -1.85930  1.09
C 2.47747 -1.33066 0.72523  -0.22
H 2.11588 -2.27078 0.28201  0.09
H 3.42796 -1.56337 1.21268  0.09
C -1.86639 -0.02090 1.13048  -0.40
O -2.90052 -0.19849 1.63646  0.14
C 0.29745 1.39491 -2.46722  -0.18
H 0.31577 2.09518 -3.31183  0.11
C -1.85672 0.04822 -3.52287  -0.59
C -2.53797 2.35311 -1.58122  -0.65
C 0.60832 -2.23987 2.80052  -0.67
C 2.34094 0.38029 3.00503  -0.63
C -2.72966 -1.13032 -3.07077  -0.08
H -3.63600 -0.78859 -2.55316  0.08
H -3.04264 -1.70529 -3.95600  0.11
H -2.18894 -1.80801 -2.40334  0.06
C -2.63794 0.92987 -4.51681  -0.07
H -3.56250 1.36786 -4.13439  0.07
H -2.00718 1.72951 -4.92743  0.09
H -2.92473 0.28634 -5.36635  0.12
C -0.65598 -0.41982 -4.36564  -0.10
H -1.00122 -1.18295 -5.08094  0.12
H -0.23199 0.41343 -4.94261  0.09
H 0.15563 -0.85933 -3.77955  0.03
C -3.96011 1.76020 -1.59613  -0.06
H -4.07663 1.00034 -0.81007  0.09
H -4.67717 2.56887 -1.39113  0.11
H -4.25292 1.30494 -2.54528  0.06
C -2.35772 2.99637 -0.20500  -0.12
H -2.36233 2.26492 0.60681  0.02
H -1.43209 3.57291 -0.13766  0.06
H -3.18998 3.69674 -0.03129  0.12
C -2.31705 3.46735 -2.60500  -0.07
H -2.57661 3.19454 -3.62924  0.07
H -2.95253 4.32093 -2.32555  0.11
H -1.27407 3.80909 -2.58992  0.08
C 1.61632 0.71065 4.31827  -0.08
H 2.19805 1.48075 4.85092  0.11
H 0.61294 1.11807 4.13495  0.05
H 1.54462 -0.15664 4.99076  0.09
C 2.65627 1.68933 2.27192  -0.08
H 3.22167 1.52192 1.34725  0.08
H 1.75209 2.25821 2.03590  0.03
H 3.27518 2.31723 2.93152  0.11
C 3.70159 -0.27640 3.31227  -0.06
H 4.18249 0.31175 4.10900  0.12
H 3.62858 -1.30732 3.67052  0.07
H 4.37583 -0.25137 2.44667  0.09
C 0.07632 -3.25901 1.77564  -0.09
H 0.87079 -3.63606 1.12008  0.08
H -0.33784 -4.11898 2.32458  0.11
H -0.72030 -2.84365 1.14844  0.06
C -0.52782 -1.87563 3.77366  -0.07
H -1.40974 -1.48436 3.25515  0.05
H -0.82409 -2.79223 4.30829  0.11
H -0.21416 -1.14172 4.52612  0.07
C 1.74807 -2.89695 3.58833  -0.07
H 2.60447 -3.14954 2.94890  0.09
H 2.08293 -2.28593 4.43614  0.08
H 1.36852 -3.84072 4.00954  0.11
Pt -0.26748 0.10308 0.23168  1.12
N -0.06917 -1.54786 -1.01823  -0.07
C 0.23951 -2.07106 -2.04031  -0.23
C 0.32521 -3.34561 -2.72580  -0.24
C -0.41511 -4.44248 -2.23659  -0.03
C 1.11805 -3.50406 -3.87498  -0.04
C -0.36964 -5.67656 -2.89339  -0.05
H -1.03233 -4.31179 -1.34231  0.11
C 1.15292 -4.73482 -4.53729  -0.05
H 1.69448 -2.65217 -4.23622  0.11
C 0.41778 -5.82274 -4.04451  -0.04
H -0.95030 -6.52105 -2.50951  0.12
H 1.75564 -4.84653 -5.44320  0.12
H 0.45558 -6.78715 -4.55874  0.12
N 0.23099 3.76720 1.56025  0.25
C -0.54955 3.47811 2.64724  -0.32
C -0.65431 4.42297 3.69078  0.09
C -1.38454 4.08153 4.82256  0.03
C -1.98215 2.81589 4.86697  0.06
C -1.83500 1.95519 3.77790  -0.05
N -1.13728 2.26412 2.67108  0.11
H 0.27142 3.14321 0.75945  0.10
H 0.61785 4.69626 1.46040  0.16
H -0.14203 5.37528 3.55624  0.15
H -1.48643 4.78134 5.64996  0.15
H -2.56577 2.48047 5.72099  0.15
H -2.29607 0.96557 3.79896  0.12


Per-record E_tot, hartree: -2746.33580, -2498.76670